Entry from the Open Molecules 2025 dataset: 11 unconnected molecules or ions with the total composition C30H85N11O14 at a distorted geometry (wB97M-V/def2-TZVPD).

The geometry in ORCA input format:
```
! wB97M-V def2-TZVPD RIJCOSX def2/J DEFGRID3
* xyz 0 1
C -6.6168 -0.3066 6.6993
O -5.3420 0.1744 6.5576
C -4.5036 -0.5938 5.6473
C -3.1312 -0.0006 5.5082
N -2.9537 1.3566 4.9214
C -3.4117 1.6950 3.5181
C -2.2002 1.5348 2.5251
O -2.5818 0.8754 1.3009
C -3.4031 1.7374 0.4374
H -7.1315 -0.3822 5.7051
H -7.2468 0.4203 7.2525
H -6.6270 -1.2948 7.2135
H -5.0928 -0.6372 4.7226
H -4.4399 -1.6333 6.1205
H -2.6255 -0.7922 4.9405
H -2.7400 0.0834 6.5594
H -3.5569 1.9387 5.5196
H -3.7991 2.6529 3.5503
H -4.2449 1.0734 3.2582
H -1.5524 0.8119 2.9521
H -1.6956 2.4184 2.2517
H -3.2294 2.8221 0.6256
H -4.4711 1.5678 0.6402
H -3.1895 1.5458 -0.5786
C 5.0046 -5.8266 1.6763
O 4.8582 -4.4134 1.8406
C 5.0059 -3.6804 0.6076
C 4.8747 -2.1730 0.8408
N 3.7728 -1.7998 1.6839
C 3.4642 -0.4041 1.6612
C 4.4055 0.4017 2.5687
O 4.4384 -0.1850 3.8600
C 5.2519 0.3013 4.7982
H 5.9807 -6.1240 1.8957
H 4.7093 -6.1628 0.6576
H 4.3549 -6.2879 2.5039
H 4.2597 -4.0967 -0.0698
H 5.9690 -3.8442 0.1265
H 4.7492 -1.6918 -0.1682
H 5.8123 -1.7328 1.2441
H 4.0002 -2.0848 2.6032
H 2.4283 -0.1599 1.9151
H 3.4566 -0.0715 0.5978
H 4.1268 1.4432 2.6678
H 5.4586 0.3096 2.1641
H 5.1878 -0.3934 5.6266
H 4.9360 1.3112 5.1315
H 6.3212 0.2776 4.4721
C -4.9161 -5.1063 0.6319
O -5.0597 -3.7816 0.0028
C -4.2179 -2.7616 0.4923
C -4.0157 -1.7339 -0.6264
N -3.4165 -2.3097 -1.8982
C -3.5105 -1.3723 -3.0504
C -2.2419 -1.5760 -3.9515
O -2.1257 -2.9656 -4.2969
C -1.1571 -3.1508 -5.3308
H -3.9150 -5.4600 0.4383
H -5.5287 -5.7654 0.0615
H -5.2099 -5.1930 1.6391
H -3.2544 -3.1367 0.9492
H -4.6826 -2.2014 1.3014
H -3.2933 -0.9582 -0.2513
H -4.9865 -1.2426 -0.8425
H -3.8157 -3.1893 -2.2084
H -3.4895 -0.3559 -2.6440
H -4.4427 -1.5967 -3.5870
H -1.3983 -1.1785 -3.3106
H -2.2992 -0.9588 -4.8548
H -1.3281 -4.2130 -5.6975
H -0.1781 -3.0512 -4.8564
H -1.4598 -2.4524 -6.1882
N 3.3588 -2.3431 -3.0965
C 4.5778 -1.6703 -2.7894
N 4.5032 -0.4075 -2.2987
O 5.6610 -2.1853 -2.9629
H 2.5054 -2.0126 -2.6652
H 3.5367 -3.3120 -2.9376
H 3.7418 0.1389 -2.5272
H 5.2599 0.1850 -2.5333
N 1.1205 -2.7623 1.1786
C 0.5679 -2.2884 0.0243
N -0.7578 -2.0903 -0.0287
O 1.2754 -1.8590 -0.9174
H 0.5188 -3.2999 1.7622
H 2.0972 -2.5096 1.3898
H -1.2389 -1.7836 -0.8924
H -1.3865 -2.3249 0.7528
N 4.1054 3.3001 -3.0804
C 3.6472 4.0362 -1.9856
N 4.3733 5.2727 -1.7547
O 2.6358 3.7009 -1.3680
H 4.7623 3.6841 -3.6959
H 3.4464 2.6501 -3.5108
H 5.3567 5.1042 -1.9330
H 4.1665 5.7018 -0.8541
N 1.8120 -2.2991 4.4994
C 0.5513 -1.7919 4.4013
N 0.4593 -0.4336 4.5885
O -0.4099 -2.5282 4.2472
H 2.5920 -1.5884 4.3344
H 1.9501 -3.2296 4.0017
H 1.3417 0.0372 4.7999
H -0.4392 0.0453 4.7225
C 1.2935 -0.4826 -5.5387
C 2.3515 0.5590 -5.2370
O 2.4750 0.9152 -3.8587
H 1.2436 -0.8248 -6.5867
H 0.3162 -0.0606 -5.3503
H 1.5106 -1.3803 -4.8420
H 2.1498 1.4815 -5.7747
H 3.3051 0.1655 -5.5787
H 1.6183 0.8578 -3.3621
C -0.8148 7.0731 -0.9005
C -0.2000 5.6690 -0.8654
O 0.6795 5.6576 0.2604
H -0.0208 7.7879 -1.0818
H -1.3538 7.1823 0.0398
H -1.5238 7.1355 -1.6896
H 0.3833 5.4666 -1.8028
H -0.9427 4.8667 -0.7423
H 1.3819 4.9941 0.1250
C -3.4636 4.2594 -5.0430
C -2.5869 3.6374 -3.9927
O -3.2070 3.5689 -2.7422
H -3.6427 5.2811 -4.7816
H -4.4266 3.7352 -5.2679
H -2.8993 4.4569 -5.9742
H -1.6612 4.2089 -3.8630
H -2.3335 2.6172 -4.3478
H -3.5574 4.4074 -2.5433
C 0.4097 1.8187 -0.1950
C -0.3190 1.2005 -1.3794
O 0.5147 0.2988 -2.1192
H -0.3051 2.6403 0.0298
H 1.3754 2.1626 -0.5863
H 0.6252 1.2210 0.7203
H -0.7367 1.9051 -2.1583
H -1.1680 0.5746 -0.9851
H 0.7402 -0.4632 -1.5312
*
```

ΔE to the lowest compared entry with this formula, charge and spin ... 0.00 kJ/mol
HOMO level ... -8.579 eV
SMILES ... COCCNCCOC.COCCNCCOC.COCCNCCOC.NC(N)=O.NC(N)=O.NC(N)=O.NC(N)=O.CCO.CCO.CCO.CCO

Results of the Löwdin charge analysis, in e, for atoms 1 through 8: -0.17 -0.22 -0.21 -0.21 -0.06 -0.14 -0.17 -0.24

Entry from the Open Molecules 2025 dataset: 10 unconnected molecules or ions with the total composition C30H85N5O10 at a distorted geometry (wB97M-V/def2-TZVPD).

The geometry in ORCA input format:
```
! wB97M-V def2-TZVPD RIJCOSX def2/J DEFGRID3
* xyz 0 1
C 3.1246 0.4259 8.0200
O 3.8610 1.6147 8.0589
C 5.1565 1.4440 8.5646
C 5.3878 1.0079 10.0880
C 4.6312 1.8532 11.1237
N 6.7980 1.2418 10.2980
H 3.5887 -0.4516 7.5697
H 2.1845 0.5608 7.4852
H 2.7923 0.2056 9.0345
H 5.5894 0.7014 7.8943
H 5.6825 2.3770 8.3622
H 5.0495 -0.0229 10.1926
H 5.1778 2.1614 12.0150
H 3.8094 1.2450 11.5016
H 4.1959 2.7337 10.6512
H 6.8417 2.1536 10.7301
H 7.2918 1.3191 9.4203
C 0.5767 -7.3858 -3.6439
O 1.4398 -8.5166 -3.6642
C 0.7531 -9.7468 -3.7416
C 1.0405 -10.4240 -5.0670
C 0.6021 -11.8955 -5.0754
N 2.4480 -10.3748 -5.4771
H -0.1313 -7.3766 -2.8153
H 0.0078 -7.4620 -4.5705
H 1.1063 -6.4358 -3.5721
H 1.2590 -10.3017 -2.9515
H -0.3135 -9.7108 -3.5203
H 0.5699 -9.7477 -5.7807
H 0.9617 -12.4406 -4.2027
H 0.9371 -12.4023 -5.9804
H -0.4751 -12.0612 -5.0556
H 2.5818 -10.1863 -6.4603
H 2.7859 -9.4572 -5.2239
C -1.1479 -2.4246 -8.1075
O 0.0696 -2.1382 -7.5165
C -0.1529 -1.6902 -6.1935
C 1.2027 -1.0881 -5.9250
C 2.3423 -2.0813 -5.7074
N 1.0173 -0.2849 -4.7542
H -0.9862 -3.1589 -8.8966
H -1.6724 -1.5531 -8.4992
H -1.7975 -2.9113 -7.3800
H -0.9168 -0.9127 -6.2027
H -0.4893 -2.4566 -5.4953
H 1.4843 -0.4967 -6.7962
H 3.3350 -1.6684 -5.8867
H 2.2805 -2.9262 -6.3932
H 2.3434 -2.4752 -4.6910
H 1.8306 0.2752 -4.5420
H 0.2552 0.3414 -4.9710
C -6.5422 5.4566 5.4298
O -5.5119 4.8844 6.1385
C -4.9598 3.7131 5.4455
C -3.7004 3.1038 6.2015
C -2.3528 3.8739 6.1796
N -3.4529 1.7664 5.8707
H -7.3127 4.7640 5.7685
H -6.3577 5.5497 4.3596
H -6.7927 6.3920 5.9303
H -5.7795 2.9950 5.4228
H -4.7469 3.8812 4.3898
H -3.8955 3.0758 7.2736
H -1.6063 3.4908 6.8753
H -2.4139 4.9338 6.4266
H -1.9433 3.8964 5.1697
H -2.9384 1.6380 5.0111
H -4.3544 1.4923 5.5069
C -6.5359 4.7772 -1.6987
O -6.9886 3.6094 -2.2863
C -5.9989 2.5268 -2.3667
C -6.3845 1.1985 -2.9946
C -5.3737 0.1225 -3.1333
N -6.7760 1.4477 -4.3230
H -5.5394 4.7922 -1.2574
H -7.0829 5.0155 -0.7865
H -6.5321 5.5586 -2.4587
H -5.1044 2.9720 -2.8024
H -5.7381 2.4339 -1.3124
H -7.1356 0.8313 -2.2953
H -4.6419 0.1892 -2.3283
H -4.7972 0.1069 -4.0582
H -5.8502 -0.8576 -3.1111
H -7.2734 0.6355 -4.6591
H -7.5549 2.0836 -4.2283
C 6.9137 -0.0450 0.8601
C 6.7321 1.1328 1.8056
O 6.9098 2.2748 1.0552
H 6.8646 -0.9389 1.4820
H 7.8354 0.1256 0.3038
H 6.1190 -0.0984 0.1160
H 7.3313 1.0034 2.7068
H 5.6777 1.1864 2.0768
H 7.1250 2.9594 1.6928
C -5.7822 -1.8323 2.8341
C -4.5018 -1.9968 1.9786
O -3.7118 -0.8490 2.1589
H -6.3187 -1.1065 2.2230
H -5.5747 -1.5222 3.8582
H -6.3942 -2.7249 2.9635
H -4.7707 -2.0451 0.9234
H -3.8856 -2.8671 2.2045
H -3.0746 -0.7976 1.4426
C -0.6200 5.1698 -1.7406
C -0.5135 5.7908 -3.0425
O -1.7822 5.7334 -3.7264
H 0.3739 5.1827 -1.2934
H -0.8745 4.1156 -1.8499
H -1.3593 5.6918 -1.1332
H 0.2248 5.3381 -3.7045
H -0.0334 6.7643 -2.9431
H -2.0289 6.5387 -4.1871
C 5.8173 4.1750 -5.6536
C 6.0412 3.4636 -4.3806
O 5.1692 3.8130 -3.4586
H 6.6133 3.9494 -6.3632
H 5.7755 5.2544 -5.5078
H 4.8991 3.8080 -6.1122
H 6.9947 3.7991 -3.9730
H 6.1388 2.3861 -4.5136
H 5.3078 3.2228 -2.7142
C 1.6914 -0.2220 1.3027
C 0.7636 -1.0726 0.5676
O -0.0424 -0.2986 -0.3254
H 2.3020 -0.9483 1.8391
H 1.0872 0.3737 1.9869
H 2.3538 0.3492 0.6522
H 0.1077 -1.6531 1.2163
H 1.3251 -1.7895 -0.0314
H 0.4330 -0.1398 -1.1442
*
```

ΔE to the lowest compared entry with this formula, charge and spin ... 633.21 kJ/mol
HOMO level ... -9.080 eV
SMILES ... COC[C@H](C)N.COC[C@H](C)N.COC[C@H](C)N.COC[C@H](C)N.COC[C@H](C)N.CCO.CCO.CCO.CCO.CCO

Results of the Löwdin charge analysis, in e, for atoms 1 through 8: -0.12 -0.18 -0.21 -0.41 -0.06 0.02 0.09 0.09

In order of appearance, gap between HOMO and LUMO = 9.07 9.23 eV.
In order of appearance, E_tot = -2849.63619 -2219.83658 Eh.